[1]
# C30H22F9N6O4ReS2

C30H22F9N6O4ReS2 as an isolated structure in a non-equilibrium geometry (ωB97M-V/def2-TZVPD, OMol25).

CARTESIAN COORDINATES (ANGSTROEM)
Re  -0.77326  1.52407  0.73082
O  -1.26961  2.51022  2.60969
N  -0.13924  3.00293  2.79072
O  0.63806  2.64229  1.83088
S  3.15139  -0.66444  -4.09462
C  2.01200  -0.14314  -2.87284
C  0.65401  0.08629  -3.09711
C  -0.13263  0.52338  -2.06057
N  0.35401  0.72745  -0.82192
C  1.66470  0.51367  -0.59960
C  2.51162  0.08707  -1.59010
C  2.07820  -1.19346  -5.40611
C  1.65448  -2.51179  -5.46015
C  0.84179  -2.88999  -6.52052
N  0.44764  -2.05824  -7.48495
C  0.87645  -0.79830  -7.41929
C  1.69595  -0.31557  -6.40737
H  0.20782  -0.06065  -4.07060
H  -1.18328  0.73278  -2.20345
H  2.02406  0.67642  0.40957
H  3.55639  -0.07346  -1.36072
H  1.95177  -3.22496  -4.70312
H  0.49245  -3.91274  -6.59961
H  0.55291  -0.13927  -8.21646
H  2.03276  0.71279  -6.40987
N  -2.33608  0.53262  0.30669
C  -3.43707  0.03541  0.37115
N  -4.54379  -0.42873  0.32896
C  -5.34257  -1.35372  0.84195
N  -6.04641  -2.15838  1.26710
O  -0.03357  -0.00617  1.87095
S  0.08441  -0.04041  3.43557
C  -1.43177  -0.84724  4.00529
C  -1.58475  -2.28853  3.62188
C  -1.49296  -3.26430  4.60919
C  -1.62323  -4.60688  4.28393
C  -1.83904  -4.98311  2.96631
C  -1.91938  -4.01438  1.97388
C  -1.79010  -2.67273  2.29962
C  1.32260  -1.31630  3.65450
C  2.57961  -0.90985  2.92563
C  3.28734  0.23365  3.28995
C  4.41978  0.60699  2.58287
C  4.86013  -0.16807  1.51537
C  4.15950  -1.30986  1.15302
C  3.01256  -1.67204  1.84771
H  -2.20848  -0.19365  3.59998
H  -1.41377  -0.71167  5.08922
H  -1.33837  -2.97391  5.64267
H  -1.55966  -5.35714  5.06086
H  -1.95315  -6.02882  2.71342
H  -2.08852  -4.30432  0.94510
H  -1.83135  -1.92237  1.51928
H  0.90361  -2.24561  3.26717
H  1.45911  -1.39354  4.73683
H  2.95614  0.83520  4.13008
H  4.96489  1.49618  2.87018
H  5.75584  0.11410  0.97698
H  4.50627  -1.92460  0.33185
H  2.45998  -2.55904  1.55924
F  -1.75390  4.88819  1.48852
C  -2.52831  4.60512  0.44596
F  -3.35613  3.61230  0.81868
F  -3.25286  5.67450  0.16080
C  -1.67172  4.11059  -0.75613
O  -0.84462  3.06485  -0.42102
C  -0.74461  5.26013  -1.27506
F  0.17288  4.77746  -2.10523
F  -0.10549  5.84507  -0.26587
F  -1.46039  6.18347  -1.91723
C  -2.61047  3.63555  -1.92363
F  -1.94753  3.58787  -3.07550
F  -3.67034  4.41206  -2.07243
F  -3.04466  2.39065  -1.66892

E_HOMO (spin up / spin down)	-0.429 / -0.421	Ha
multiplicity	2
orbital gap (spin up / spin down)	6.7 / 6.7	eV
F_max	1.082	eV Å⁻¹
charge	+1
energy relative to the best compared isomer or geometry (same formula, charge and spin)	0.00	kcal/mol
⟨S²⟩	0.7596
E_LUMO (spin up / spin down)	-4.99 / -4.70	eV

Results of the Löwdin charge analysis, in e, for atoms 1 through 6: atom 1 (Re): 1.65, atom 2 (O): -0.21, atom 3 (N): -0.10, atom 4 (O): -0.23, atom 5 (S): 1.07, atom 6 (C): -0.48

[2]
# C31H45ClF5OPTl

C31H45ClF5OPTl as an isolated structure in a non-equilibrium geometry (ωB97M-V/def2-TZVPD, OMol25).

CARTESIAN COORDINATES (ANGSTROEM)
Tl  0.41175  0.95633  0.53238
Cl  0.86484  -0.49716  2.59955
P  0.20296  0.63054  -2.43313
C  -2.05333  0.69196  0.82046
H  -2.37176  -0.07345  0.10596
H  -2.42779  1.72072  0.74995
C  2.05341  0.85345  -2.71356
C  -0.66275  2.29477  -2.54322
C  2.53780  0.95552  -4.16103
H  2.25285  1.82355  -2.21740
C  4.02829  1.31400  -4.19036
H  2.38817  -0.00999  -4.66514
H  1.96201  1.70783  -4.71952
C  4.89774  0.35709  -3.36498
H  4.37105  1.32363  -5.22992
H  4.14941  2.33366  -3.80257
C  4.34713  0.09677  -1.96013
H  4.99001  -0.59764  -3.89770
H  5.90933  0.76847  -3.28931
C  2.85117  -0.24290  -1.97215
H  4.90413  -0.71704  -1.48356
H  4.50004  0.99222  -1.34381
H  2.70563  -1.20592  -2.48592
H  2.49289  -0.37510  -0.93952
C  -0.49155  -0.40200  -3.81862
C  -2.18540  2.12198  -2.69832
H  -0.48560  2.70913  -1.53061
C  -2.91370  3.47036  -2.63521
H  -2.40801  1.63385  -3.65896
H  -2.57619  1.45905  -1.91262
C  -2.31396  4.52536  -3.57032
H  -3.97095  3.31770  -2.87868
H  -2.88349  3.84002  -1.60172
C  -0.78788  4.63617  -3.47891
H  -2.59814  4.29386  -4.60490
H  -2.75819  5.49891  -3.33855
C  -0.06549  3.28241  -3.54873
H  -0.41341  5.28114  -4.28110
H  -0.51681  5.12167  -2.53222
H  -0.14272  2.87700  -4.56953
H  1.00552  3.43086  -3.34431
C  0.20840  -1.76798  -3.87281
H  -1.53088  -0.56946  -3.47024
C  -0.55695  -2.73028  -4.78619
H  1.23698  -1.64643  -4.24660
H  0.27390  -2.20366  -2.86563
C  -0.80473  -2.14506  -6.18260
H  0.00112  -3.67090  -4.86560
H  -1.51978  -2.96859  -4.31221
C  -1.36486  -0.71764  -6.15065
H  0.13672  -2.15217  -6.74782
H  -1.50207  -2.79274  -6.72454
C  -0.58310  0.22031  -5.22024
H  -1.37270  -0.29388  -7.16105
H  -2.40922  -0.74708  -5.80979
H  0.42768  0.38610  -5.62128
H  -1.08019  1.19978  -5.18605
C  0.01500  -2.98224  -0.32811
C  -1.29000  -2.69900  -0.54921
H  0.79218  -2.70366  -1.05028
C  -2.37897  -3.01945  0.42571
H  -1.61559  -2.22121  -1.48098
C  -1.81348  -3.26450  1.83178
H  -3.11862  -2.20956  0.45796
H  -2.92746  -3.92474  0.11685
C  -0.62396  -4.21874  1.77191
H  -1.48076  -2.30663  2.25445
H  -2.58892  -3.66817  2.49193
C  0.51314  -3.62739  0.92674
H  -0.26015  -4.45532  2.77830
H  -0.95651  -5.14993  1.29968
H  1.03792  -2.86923  1.52948
H  1.24955  -4.40948  0.69363
F  -1.38373  2.84330  6.81362
C  -1.51729  2.20934  5.63604
C  -1.10153  2.82217  4.45513
F  -0.47700  4.01505  4.49786
C  -1.33135  2.19709  3.24084
F  -0.90196  2.84670  2.11340
C  -1.93286  0.93224  3.20046
O  -2.21474  0.19255  2.08320
C  -2.27725  0.30206  4.40176
F  -2.85504  -0.91046  4.30945
C  -2.06291  0.92258  5.61627
F  -2.38018  0.30106  6.76821

E_HOMO	-0.102	Ha
orbital gap	5.2	eV
F_max	4.041	eV Å⁻¹
charge	-1
energy relative to the best compared isomer or geometry (same formula, charge and spin)	0.00	kcal/mol
E_LUMO	2.44	eV

Results of the Löwdin charge analysis, in e, for atoms 1 through 6: atom 1 (Tl): 0.44, atom 2 (Cl): -0.15, atom 3 (P): 0.99, atom 4 (C): -0.32, atom 5 (H): 0.02, atom 6 (H): 0.03

[3]
# C7H16BrN3

An isolated ion of composition C7H16BrN3 and charge +2 in a non-equilibrium geometry (ωB97M-V/def2-TZVPD, OMol25).

CARTESIAN COORDINATES (ANGSTROEM)
C  -0.03558  1.23424  0.14655
C  -1.77913  -1.41269  0.77726
C  0.59539  -1.07482  0.34000
C  -2.19024  0.06838  0.88037
C  2.13016  0.46352  -0.76596
C  0.85552  3.45527  -0.38744
C  -0.66140  -3.00030  -0.76922
N  0.89192  0.32262  -0.04262
N  -0.13864  2.49693  -0.05202
N  -0.62606  -1.59935  -0.25087
Br  -3.59862  0.77032  -0.13735
H  -1.53008  -1.81884  1.73553
H  -2.51194  -2.06503  0.46235
H  1.45434  -1.66345  0.02309
H  0.38520  -1.01618  1.43398
H  -2.39992  0.35382  1.89773
H  3.03168  0.31670  -0.15152
H  2.34262  -0.23700  -1.62569
H  2.14867  1.43736  -1.31474
H  0.54399  4.38491  0.19278
H  0.94446  3.93500  -1.38122
H  1.90005  3.13077  -0.22133
H  -1.65571  -3.42556  -1.06209
H  -0.04505  -3.17060  -1.63806
H  -0.50022  -3.60192  0.19994
H  -1.05347  2.91544  0.06775
H  -0.91623  -0.91817  -0.98348

E_HOMO (spin up / spin down)	-0.634 / -0.629	Ha
orbital gap (spin up / spin down)	8.0 / 7.8	eV
F_max	3.994	eV Å⁻¹
charge	+2
energy relative to the best compared isomer or geometry (same formula, charge and spin)	74.81	kcal/mol
E_LUMO (spin up / spin down)	-9.23 / -9.31	eV

Results of the Löwdin charge analysis, in e, for atoms 1 through 6: atom 1 (C): -0.03, atom 2 (C): -0.15, atom 3 (C): -0.07, atom 4 (C): -0.47, atom 5 (C): -0.02, atom 6 (C): -0.05

[4]
# C3H10N2O3

A 2-piece molecular cluster, C3H10N2O3 overall in a non-equilibrium geometry (ωB97M-V/def2-TZVPD, OMol25).

CARTESIAN COORDINATES (ANGSTROEM)
N  2.24129  1.40080  -0.36975
C  1.55952  0.23475  -0.03793
O  1.34780  -0.63277  -0.90465
O  1.86136  -0.15960  1.25950
H  2.78415  1.82886  0.36310
H  2.63984  1.41464  -1.29465
H  1.77320  -1.12093  1.30377
C  -1.62951  -1.37053  0.95063
O  -1.89959  0.02501  0.87932
C  -1.28524  0.71167  -0.13722
N  -1.28218  0.07708  -1.38723
H  -0.55618  -1.55427  1.04575
H  -2.00266  -1.88609  0.06273
H  -2.14797  -1.72814  1.83732
H  -0.03962  0.76594  0.17507
H  -1.69584  1.72098  -0.14563
H  -0.40099  -0.48588  -1.46457
H  -1.26739  0.75847  -2.13557

E_HOMO	-0.334	Ha
orbital gap	9.6	eV
F_max	4.752	eV Å⁻¹
charge	0
energy relative to the best compared isomer or geometry (same formula, charge and spin)	47.27	kcal/mol
SMILES	NC(=O)O.COCN
E_LUMO	0.50	eV

Results of the Löwdin charge analysis, in e, for atoms 1 through 6: atom 1 (N): 0.15, atom 2 (C): -0.66, atom 3 (O): -0.01, atom 4 (O): 0.06, atom 5 (H): 0.10, atom 6 (H): 0.11

[5]
# C6H7NS

One molecule with the formula C6H7NS in a non-equilibrium geometry (ωB97M-V/def2-TZVPD, OMol25).

CARTESIAN COORDINATES (ANGSTROEM)
C  -1.22100  -0.48353  -0.50434
C  -0.19250  -0.11188  0.55924
C  0.36806  1.33027  0.38139
C  1.79409  0.94851  0.12124
S  3.35265  0.66711  -0.19927
C  3.26242  -1.11286  -0.05712
N  2.08601  -1.60045  0.22811
C  1.13181  -0.78855  0.37686
H  -0.80986  -0.27583  -1.48913
H  -2.12757  0.10106  -0.37146
H  -1.47012  -1.54116  -0.44813
H  -0.60354  -0.28948  1.56047
H  0.26371  1.95516  1.27349
H  -0.09022  1.86353  -0.45689
H  4.15050  -1.70078  -0.15212

E_HOMO (spin up / spin down)	-0.275 / -0.275	Ha
orbital gap (spin up / spin down)	8.3 / 8.3	eV
F_max	6.781	eV Å⁻¹
charge	0
energy relative to the best compared isomer or geometry (same formula, charge and spin)	100.36	kcal/mol
SMILES	C[C@@H]1Cc2scnc21
E_LUMO (spin up / spin down)	0.78 / 0.78	eV

Results of the Löwdin charge analysis, in e, for atoms 1 through 6: atom 1 (C): -0.07, atom 2 (C): -0.34, atom 3 (C): -0.18, atom 4 (C): -0.44, atom 5 (S): 0.98, atom 6 (C): -0.45